Entry 1:
DFT (ωB97M-V/def2-TZVPD) results for a structure of composition C15H11BrIrN3 in a non-equilibrium geometry.

Summary:
spin multiplicity = 2
E = -93053.305 eV
relative energy (zero: lowest compared OMol25 entry of this formula, charge and spin) = 8.5 kcal per mole
charge = +3

Cartesian coordinates (Å):
Ir (0.29821, 0.29377, -0.07095)
C (-1.77823, 1.54669, -3.72030)
C (-2.87868, 0.68493, -3.73770)
C (-3.03904, -0.23930, -2.73698)
C (-2.07798, -0.30770, -1.69046)
N (-0.99687, 0.55467, -1.69315)
C (-0.86198, 1.43909, -2.66933)
C (-2.11855, -1.21351, -0.59314)
C (-3.09596, -2.19446, -0.33783)
C (-2.99126, -3.00709, 0.78764)
C (-1.91963, -2.84910, 1.66028)
C (-0.94108, -1.86792, 1.40582)
N (-1.05562, -1.06442, 0.28199)
C (0.20831, -1.57862, 2.19125)
C (0.57449, -2.24512, 3.39450)
C (1.71437, -1.86310, 4.05394)
C (2.50278, -0.82785, 3.54151)
C (2.09984, -0.20519, 2.35658)
N (1.00379, -0.55686, 1.70282)
H (-1.61746, 2.28903, -4.49212)
H (-3.60240, 0.75451, -4.54848)
H (-3.88422, -0.91364, -2.73466)
H (-0.00993, 2.10608, -2.65555)
H (-3.93017, -2.31885, -1.01539)
H (-3.74423, -3.76207, 0.98342)
H (-1.83921, -3.48127, 2.53479)
H (-0.04620, -3.04357, 3.77709)
H (2.01397, -2.35865, 4.97590)
H (3.40931, -0.49807, 4.03334)
H (2.70949, 0.59610, 1.95937)
Br (1.94541, 1.94366, -0.49711)

Entry 2:
DFT (ωB97M-V/def2-TZVPD) results for the molecule C15H11ClS2 in a non-equilibrium geometry.

Summary:
structure (SMILES) = Cc1ccc(-c2ccc(-c3ccc(Cl)s3)s2)cc1
E = -49924.126 eV
relative energy (zero: lowest compared OMol25 entry of this formula, charge and spin) = 40.7 kcal per mole

Cartesian coordinates (Å):
C (-4.76367, 2.62848, 2.09391)
C (-3.35808, 2.31784, 1.42936)
C (-3.29163, 1.66013, 0.20243)
C (-2.04590, 1.24902, -0.37787)
C (-0.85734, 1.25356, 0.40268)
C (0.30514, 0.50380, -0.16928)
C (1.50911, 0.99072, -0.55457)
C (2.43898, -0.09300, -0.76346)
C (1.94564, -1.34679, -0.84504)
C (2.63194, -2.56508, -1.02033)
C (3.89387, -2.58494, -1.52963)
C (4.31652, -3.82983, -2.01031)
C (3.37415, -4.84473, -1.76941)
Cl (3.72047, -6.54741, -2.30671)
S (1.84488, -4.16468, -1.04639)
S (0.28577, -1.32448, -0.33306)
C (-0.91245, 1.97010, 1.62033)
C (-2.15691, 2.49223, 2.10731)
H (-5.31809, 1.78471, 2.13139)
H (-5.40162, 3.34420, 1.52239)
H (-4.53780, 2.89301, 3.12593)
H (-4.29678, 1.39688, -0.25158)
H (-2.12614, 1.07349, -1.41785)
H (1.54126, 2.07809, -0.56866)
H (3.47041, 0.15924, -1.02833)
H (4.61112, -1.73104, -1.45953)
H (5.39446, -4.02193, -2.36035)
H (0.00634, 2.14079, 2.11433)
H (-2.22366, 3.11764, 3.06234)

Entry 3:
DFT (ωB97M-V/def2-TZVPD) results for a structure of composition C15H11CrF5NO5S.

Summary:
spin multiplicity = 5
E = -80309.950 eV
relative energy (zero: lowest compared OMol25 entry of this formula, charge and spin) = 0.0 kcal per mole
charge = -1

Cartesian coordinates (Å):
Cr (-1.52836, -0.76982, 0.05487)
O (1.74378, 0.85618, 2.16220)
C (0.71410, 0.42817, 1.63799)
O (0.49817, -0.63542, 1.00115)
C (-0.49271, 1.39072, 1.70322)
C (-0.36882, 2.69185, 2.17931)
C (-1.47834, 3.51040, 2.17871)
C (-2.69678, 3.01871, 1.72712)
C (-2.74447, 1.71476, 1.27759)
N (-1.66362, 0.92955, 1.26374)
H (0.60394, 2.99985, 2.53373)
H (-1.40273, 4.53368, 2.52861)
H (-3.59160, 3.62497, 1.71410)
H (-3.66589, 1.26954, 0.92255)
F (-1.48708, -3.27094, 1.72816)
C (-2.30836, -2.18517, 1.46112)
F (-2.53598, -1.59161, 2.71106)
C (-3.66960, -2.83848, 1.14820)
F (-4.13727, -3.61521, 2.14346)
F (-4.60969, -1.89293, 0.92214)
F (-3.60529, -3.60033, 0.04624)
C (5.00152, -0.14922, -1.13894)
C (3.55992, -0.23926, -1.56492)
C (3.04285, -1.41006, -2.10885)
C (1.70062, -1.51616, -2.43621)
C (0.86464, -0.42982, -2.22517)
C (1.36463, 0.75650, -1.70736)
C (2.70627, 0.84321, -1.38223)
S (-0.86698, -0.62805, -2.50303)
O (-1.10003, -0.67920, -3.91293)
O (-1.50064, 0.48830, -1.74608)
O (-1.24040, -1.85605, -1.74371)
H (5.51346, -1.10167, -1.27671)
H (5.06640, 0.12042, -0.08333)
H (5.53986, 0.61017, -1.71041)
H (3.69461, -2.26585, -2.24380)
H (1.29863, -2.44842, -2.81095)
H (0.69399, 1.58405, -1.51937)
H (3.08724, 1.75264, -0.93126)

Entry 4:
DFT (ωB97M-V/def2-TZVPD) results for a structure of composition C15H11F6IrN2OS5SbSe2.

Summary:
spin multiplicity = 6
E = -231313.728 eV
relative energy (zero: lowest compared OMol25 entry of this formula, charge and spin) = 13.7 kcal per mole
charge = -2

Cartesian coordinates (Å):
Ir (-0.18604, 0.64465, -0.38869)
Se (1.16496, -1.40559, -2.14679)
Se (2.96380, -1.67470, 0.09574)
C (1.78885, -1.28106, 1.52542)
C (2.14083, -1.79781, 2.78699)
C (1.33324, -1.58993, 3.87562)
C (0.15177, -0.87559, 3.70580)
C (-0.13326, -0.38991, 2.45324)
N (0.66048, -0.57055, 1.37636)
C (2.01336, 0.26357, -2.33246)
C (2.99934, 0.52626, -3.27502)
C (3.52717, 1.79970, -3.35235)
C (3.07098, 2.77541, -2.48018)
C (2.10276, 2.44302, -1.55354)
N (1.59040, 1.20983, -1.47799)
H (3.05830, -2.36382, 2.86688)
H (1.61022, -1.98648, 4.84570)
H (-0.53001, -0.68120, 4.52123)
H (-1.03894, 0.16609, 2.27041)
H (3.31611, -0.26656, -3.93704)
H (4.28505, 2.03136, -4.09195)
H (3.42961, 3.79473, -2.50773)
H (1.72277, 3.18294, -0.86409)
S (1.46848, 5.75929, -0.06449)
Sb (-0.36723, 4.67332, 0.79036)
S (0.36735, 2.36532, 1.20053)
S (-2.25501, 2.34535, -1.15829)
S (-1.17176, 5.41351, 2.80576)
S (-0.80605, 1.31422, -3.61525)
C (-1.12930, 1.50063, -2.01824)
C (-1.41304, -2.67457, 0.31661)
C (-2.40868, -1.54483, 0.03141)
O (-1.92772, -0.27201, 0.15421)
C (-3.55412, -1.64569, 1.07707)
F (-4.56910, -0.80654, 0.83676)
F (-4.08982, -2.88854, 1.17021)
F (-3.08565, -1.35634, 2.30639)
C (-3.00958, -1.76410, -1.38666)
F (-3.82005, -0.77276, -1.76421)
F (-2.04578, -1.87410, -2.30706)
F (-3.73734, -2.91491, -1.45629)
H (-1.04844, -2.58098, 1.33698)
H (-0.56682, -2.57632, -0.35859)
H (-1.87211, -3.65432, 0.18722)

Entry 5:
DFT (ωB97M-V/def2-TZVPD) results for a structure of composition C15H11NO2S in a non-equilibrium geometry.

Summary:
E = -32142.129 eV

Cartesian coordinates (Å):
O (0.93484, -0.73099, -2.64959)
C (0.97724, -1.45359, -1.73837)
C (-0.11044, -2.05745, -1.10434)
C (-1.41724, -1.28990, -1.17146)
C (-2.70465, -1.66889, -0.55697)
C (-2.44170, -2.80715, 0.38857)
C (-1.21764, -3.47119, 0.63706)
C (-0.08025, -2.99540, -0.33497)
H (0.87324, -3.51420, -0.21554)
H (-1.18194, -4.44591, 1.02247)
H (-3.07200, -3.20986, 0.75317)
H (-3.34887, -1.08822, -0.70422)
H (-1.62046, -0.32464, -1.79600)
C (2.47253, -1.58548, -1.06069)
H (2.89422, -2.23074, -1.71966)
H (2.33832, -1.80843, 0.12968)
S (3.25658, -0.03683, -1.02649)
C (2.25386, 1.07742, -0.29007)
N (2.44188, 2.23756, -0.39364)
C (1.33910, 2.73206, 0.45181)
C (0.78538, 4.07666, 0.68618)
C (-0.25243, 4.12785, 1.48883)
C (-1.08711, 2.91927, 1.59040)
C (-0.66757, 1.68444, 1.35043)
C (0.50574, 1.66262, 0.31046)
O (1.10674, 0.44980, 0.07800)
H (-1.55959, 0.82496, 1.44300)
H (-2.04823, 3.00889, 1.96512)
H (-0.76918, 5.08838, 1.81522)
H (1.39962, 4.82898, 0.65158)

Entry 6:
DFT (ωB97M-V/def2-TZVPD) results for the molecule C15H12ClN3O2S2 in a non-equilibrium geometry.

Summary:
structure (SMILES) = Cc1cc(NC(=O)CSc2nc(-c3ccc(Cl)cc3)cs2)no1
E = -58507.728 eV

Cartesian coordinates (Å):
C (-2.73524, -1.77152, -1.28429)
C (-1.45936, -1.83269, -0.53280)
C (-0.16573, -1.59305, -0.89897)
C (0.56505, -1.85179, 0.28818)
N (1.92349, -1.76488, 0.51550)
C (2.83050, -1.26469, -0.36465)
O (2.58471, -0.97076, -1.51092)
C (4.21465, -1.07742, 0.23110)
S (4.16881, 0.24015, 1.51775)
C (2.92034, 1.22256, 0.77181)
N (1.67542, 1.03378, 1.00141)
C (0.87456, 1.80649, 0.22223)
C (-0.56829, 1.63870, 0.32807)
C (-1.09294, 0.97674, 1.43839)
C (-2.45009, 0.75252, 1.54930)
C (-3.29489, 1.19466, 0.54300)
Cl (-4.99500, 0.90079, 0.66127)
C (-2.79400, 1.86099, -0.56517)
C (-1.43451, 2.08010, -0.67036)
C (1.56723, 2.63775, -0.62140)
S (3.25712, 2.44182, -0.44319)
N (-0.23739, -2.21300, 1.26277)
O (-1.49369, -2.20395, 0.75677)
H (-2.92970, -2.72636, -1.77235)
H (-3.55427, -1.56194, -0.60182)
H (-2.68143, -0.99746, -2.04428)
H (0.22412, -1.28158, -1.84254)
H (2.19249, -1.91364, 1.47913)
H (4.91035, -0.77579, -0.55188)
H (4.57340, -1.97401, 0.73341)
H (-0.42013, 0.62913, 2.20615)
H (-2.84939, 0.22889, 2.40317)
H (-3.46476, 2.19734, -1.34028)
H (-1.04487, 2.58139, -1.54255)
H (1.18341, 3.35072, -1.32196)

Entry 7:
DFT (ωB97M-V/def2-TZVPD) results for the molecule C15H12N2O5 in a non-equilibrium geometry.

Summary:
structure (SMILES) = Cc1ccc(C(=O)COC(=O)c2ccncc2)cc1[N+](=O)[O-]
E = -28964.740 eV
relative energy (zero: lowest compared OMol25 entry of this formula, charge and spin) = 61.8 kcal per mole

Cartesian coordinates (Å):
C (-2.00886, -2.61936, -1.22235)
C (-1.78990, -1.17901, -0.91067)
C (-0.86341, -0.44793, -1.65195)
C (-0.59593, 0.88024, -1.38894)
C (-1.27703, 1.54353, -0.36836)
C (-0.97687, 2.94314, 0.02619)
O (-1.82331, 3.74615, 0.31744)
C (0.50653, 3.32353, 0.08652)
O (1.40007, 2.22695, 0.00952)
C (1.28543, 1.30567, 0.98192)
O (0.53076, 1.41846, 1.91408)
C (2.15477, 0.12658, 0.74288)
C (1.98007, -1.00373, 1.53755)
C (2.77158, -2.11225, 1.28061)
N (3.68137, -2.14519, 0.32277)
C (3.84986, -1.06878, -0.42483)
C (3.11487, 0.09605, -0.26470)
C (-2.24698, 0.85545, 0.34578)
C (-2.48558, -0.48851, 0.09068)
N (-3.48425, -1.13174, 0.91499)
O (-4.31269, -0.41855, 1.43528)
O (-3.43362, -2.33553, 1.04662)
H (-3.06889, -2.85076, -1.30741)
H (-1.50805, -2.88719, -2.14905)
H (-1.61823, -3.24010, -0.41702)
H (-0.33147, -0.94423, -2.44985)
H (0.13171, 1.40561, -1.98852)
H (0.65873, 3.88033, 1.01845)
H (0.75052, 3.97099, -0.75964)
H (1.24220, -0.99673, 2.32403)
H (2.67486, -3.01695, 1.86542)
H (4.60994, -1.14747, -1.19077)
H (3.28105, 0.95511, -0.89383)
H (-2.79921, 1.35624, 1.12715)